A molecular structure, C30H30BrF6IrN7O6. Source: the Open Molecules 2025 dataset; level of theory: wB97M-V/def2-TZVPD.

Structure (ORCA input):
```
! wB97M-V def2-TZVPD RIJCOSX def2/J DEFGRID3
* xyz 2 6
Ir -0.08 -0.38 -0.05
Br 1.70 -4.19 -6.35
F 2.62 1.27 2.91
F 1.47 0.79 4.64
F 2.92 -2.60 2.57
F 3.28 -0.30 4.22
F 1.74 -2.06 0.86
F 3.37 -0.81 1.48
O 0.48 -0.05 2.10
O 0.03 -0.09 -2.35
O 0.21 -2.58 -1.56
O 1.97 0.70 -0.43
O -0.11 2.15 -0.12
O -2.20 0.62 -0.43
N 1.23 1.41 -6.01
N -3.23 -3.74 4.22
N 0.62 1.80 -3.96
N 3.42 2.30 0.19
N -1.33 -1.89 0.69
N -3.85 0.59 3.11
N -3.53 2.37 -0.87
C 2.20 1.81 0.08
C 1.21 -2.89 -5.06
C 1.20 -1.55 -5.44
C 1.43 3.82 -6.76
C 0.90 -3.29 -3.76
C -4.51 1.53 -1.53
C 1.17 2.78 -5.88
C 0.89 0.83 -4.85
C 4.55 1.50 -0.24
C 2.20 0.25 3.67
C 2.37 -1.56 1.96
C -3.41 -0.47 2.97
C -3.88 3.78 -0.78
C -2.42 1.84 -0.39
C 0.89 5.35 -4.94
C 1.29 5.10 -6.26
C -1.35 2.75 0.22
C 0.28 -3.91 -1.07
C 0.85 -0.57 -4.52
C 0.77 3.03 -4.55
C 0.62 4.32 -4.07
C 0.71 -1.76 3.82
C -2.86 -1.73 2.71
C 1.02 2.67 0.54
C 0.53 -2.35 -2.83
C -2.04 -1.83 1.61
C 1.36 -0.76 2.84
C -3.08 -2.83 3.54
C 0.44 -0.94 -3.19
C 3.74 3.58 0.78
H -0.04 -1.23 4.41
H -1.48 2.79 1.31
H -0.39 -4.56 -1.63
H 0.35 1.55 -3.00
H 0.23 -2.56 3.26
H -0.04 -3.86 -0.03
H 1.16 3.73 0.27
H 1.46 -2.17 4.49
H 0.96 -4.34 -3.51
H -3.59 4.21 0.18
H 1.50 0.93 -6.86
H 3.19 4.40 0.33
H -4.73 1.93 -2.52
H 1.49 5.94 -6.91
H -3.42 4.35 -1.59
H 1.46 -1.29 -6.45
H -1.39 3.77 -0.20
H 1.72 3.64 -7.77
H -4.96 3.88 -0.87
H 1.30 -4.29 -1.11
H 0.92 2.59 1.63
H 5.03 1.94 -1.11
H 4.80 3.78 0.65
H -4.12 0.52 -1.63
H 5.28 1.42 0.57
H 3.53 3.57 1.85
H -5.43 1.49 -0.95
H 0.30 4.50 -3.05
H 4.20 0.50 -0.49
H 0.80 6.37 -4.61
*
```

As for the expectation value of S²: 8.816. Its molar mass is 970.722 g mol⁻¹. Its HOMO-LUMO gap (alpha / beta) is 0.252 / 0.173 Eh. The value obtained for the total energy is -5272.815408 hartree. The HOMO energy (alpha / beta) comes out at -12.95 / -13.23 eV. The calculation puts the largest force on an atom at 1.585 eV Å⁻¹.

=====

7 unconnected molecules or ions with the total composition C21H63O28P7. Source: the Open Molecules 2025 dataset; level of theory: wB97M-V/def2-TZVPD.

Structure (ORCA input):
```
! wB97M-V def2-TZVPD RIJCOSX def2/J DEFGRID3
* xyz 0 1
P -5.13 24.33 18.71
P -8.75 25.02 28.24
P -5.37 28.15 29.75
P -0.29 29.39 24.76
P -2.75 22.80 25.14
P -5.72 28.09 23.17
P -1.72 28.75 18.71
O -3.11 28.32 18.63
O -1.42 30.19 18.15
O -5.57 29.52 22.98
O -9.02 26.49 28.78
O -6.25 28.67 28.70
O -2.42 24.26 25.65
O -10.21 24.44 28.01
O -1.79 21.94 26.04
O 0.61 28.86 23.75
O -6.58 24.83 19.12
O -5.91 27.61 24.66
O -6.98 27.50 22.40
O -8.25 24.31 29.55
O -2.70 22.58 23.70
O -5.10 23.01 18.08
O -0.64 27.93 17.92
O -6.13 27.29 30.84
O -4.51 27.20 22.66
O -7.82 24.92 27.13
O 0.40 30.05 26.03
O -4.15 22.42 25.74
O -1.24 30.58 24.33
O -4.47 25.51 17.91
O -4.23 27.20 29.26
O -4.30 24.49 20.02
O -1.25 28.33 25.41
O -4.61 29.25 30.59
O -1.21 28.80 20.21
C -7.74 24.50 18.36
C -10.69 24.16 26.67
C -2.13 28.69 26.49
C 1.42 31.01 25.75
C -2.14 31.31 18.66
C -2.26 30.42 23.34
C -3.99 30.34 29.90
C -4.49 23.59 21.12
C -9.62 27.45 27.93
C -4.56 25.90 28.71
C -0.37 22.06 25.90
C -7.30 26.12 22.48
C -2.94 25.37 24.90
C -6.76 27.95 31.93
C -5.06 26.05 16.75
C -9.07 24.20 30.71
C -4.00 27.54 21.37
C -4.44 22.68 27.11
C -7.08 28.01 25.39
C 0.19 28.89 20.52
C -0.65 26.50 18.08
H -2.61 31.82 17.81
H -7.56 24.34 17.31
H -11.69 24.58 26.65
H 1.36 31.90 26.37
H -3.85 23.92 21.93
H 0.50 27.98 21.02
H -8.83 27.99 27.41
H -0.83 26.02 17.12
H -10.74 23.09 26.51
H -2.00 28.00 27.32
H -1.49 32.05 19.12
H -10.33 27.05 27.20
H -7.41 28.78 31.63
H 0.84 29.09 19.67
H -7.09 25.64 21.54
H -9.02 23.17 31.07
H -1.46 26.14 18.71
H -3.02 29.79 23.77
H -6.77 28.37 26.38
H -4.24 25.12 29.40
H -3.58 23.05 27.67
H -7.71 27.13 25.51
H -3.53 26.12 25.41
H -3.97 28.59 21.10
H -2.68 31.38 23.03
H 0.02 22.53 26.79
H -5.50 23.59 21.55
H -2.96 27.24 21.30
H 2.39 30.54 25.96
H -4.47 26.90 20.62
H -2.94 30.40 30.23
H -4.43 31.29 30.19
H -7.33 27.19 32.46
H -6.90 25.61 23.36
H -3.12 28.49 26.08
H -2.08 25.86 24.44
H -10.05 24.66 25.95
H -4.82 21.77 27.58
H -8.46 25.31 18.49
H -10.13 24.34 30.49
H 0.30 26.21 18.50
H -7.61 28.82 24.89
H -2.95 30.99 19.32
H -4.08 25.84 27.74
H 0.04 21.05 25.80
H -5.84 26.76 17.00
H 0.32 29.73 21.20
H 1.42 31.33 24.70
H -10.11 28.25 28.49
H -8.37 26.02 22.74
H -2.03 29.73 26.80
H -3.92 30.16 28.83
H -5.64 25.84 28.54
H -0.07 22.59 24.99
H -4.15 22.60 20.85
H -1.84 29.97 22.43
H -6.04 28.33 32.66
H -5.22 23.45 27.19
H -8.70 24.85 31.49
H -5.48 25.31 16.05
H -4.28 26.52 16.15
H -3.40 25.07 23.96
H -8.22 23.64 18.82
*
```

As for the SMILES: COP(=O)(OC)OC.COP(=O)(OC)OC.COP(=O)(OC)OC.COP(=O)(OC)OC.COP(=O)(OC)OC.COP(=O)(OC)OC.COP(=O)(OC)OC. Its molar mass is 980.525 g mol⁻¹. Its HOMO-LUMO gap is 0.392 Eh. The value obtained for the total energy is -5334.790323 hartree. The HOMO energy comes out at -10.15 eV. The calculation puts the largest force on an atom at 2.824 eV Å⁻¹.

=====

A molecular structure, C19H41B3IN2O10PS. Source: the Open Molecules 2025 dataset; level of theory: wB97M-V/def2-TZVPD.

Structure (ORCA input):
```
! wB97M-V def2-TZVPD RIJCOSX def2/J DEFGRID3
* xyz 0 3
I 6.36 4.98 3.31
S 4.06 0.40 2.64
P 8.84 2.03 0.07
O 4.63 2.99 1.73
O 9.59 2.32 1.45
O 9.25 2.91 -1.03
O 4.24 -0.93 2.12
O -4.00 -0.20 1.80
O 9.09 0.49 -0.21
O 6.06 1.31 0.79
O -0.82 -0.87 -2.28
O 2.72 0.91 2.76
O 6.56 3.63 0.55
N 0.45 -0.71 -2.32
N -5.05 -0.36 1.07
C 2.27 0.35 -3.67
C -7.51 -0.87 1.19
C 1.06 -0.88 -0.96
C -0.10 0.63 -4.30
C -3.42 -0.17 -0.77
C 0.83 0.39 -0.14
C 1.33 1.65 -0.85
C 0.43 -2.08 -0.27
C -6.20 -0.54 3.24
C 2.57 -1.18 -1.05
C 0.84 0.50 -3.11
C -4.71 -0.84 -0.31
C -4.50 -2.36 -0.31
C -5.57 -3.16 0.44
C -5.82 -0.44 -1.31
C 4.83 0.53 4.23
C -5.79 -2.58 1.84
C -6.12 -1.09 1.82
C 0.72 1.77 -2.25
B 6.97 2.32 0.49
B 5.74 3.80 1.65
B 5.01 1.68 1.60
H 4.52 -0.35 4.79
H 0.55 -2.98 -0.87
H -4.89 -2.74 2.44
H -7.02 -1.03 3.76
H -4.44 -2.69 -1.35
H 1.33 0.29 0.83
H 4.52 1.46 4.69
H 1.18 2.59 -2.79
H 5.91 0.50 4.09
H -1.13 0.84 -3.99
H -3.53 -2.58 0.14
H 9.97 3.20 1.40
H -5.25 -4.20 0.52
H 9.32 0.42 -1.14
H -6.43 0.37 -0.92
H 3.16 -0.35 -1.43
H 2.59 -0.69 -3.69
H -7.63 -1.31 0.21
H -5.38 -0.09 -2.24
H -2.57 -0.48 -0.18
H -5.28 -0.73 3.79
H 1.06 2.52 -0.26
H -3.22 -0.45 -1.80
H 3.01 0.92 -3.10
H 2.95 -1.41 -0.06
H -8.26 -1.32 1.83
H -0.63 -1.93 -0.08
H 0.24 1.46 -4.92
H -7.73 0.20 1.11
H -0.23 0.50 0.07
H 2.32 0.71 -4.70
H 2.75 -2.05 -1.69
H -6.61 -3.12 2.34
H -6.50 -3.17 -0.12
H 2.43 1.65 -0.91
H -3.50 0.92 -0.71
H -0.10 -0.28 -4.90
H -0.34 2.02 -2.14
H -6.38 0.53 3.23
H 0.93 -2.23 0.69
H -6.48 -1.27 -1.56
*
```

As for the expectation value of S²: 2.008. Its molar mass is 679.922 g mol⁻¹. Its HOMO-LUMO gap (alpha / beta) is 0.273 / 0.311 Eh. The value obtained for the total energy is -2722.505866 hartree. The HOMO energy (alpha / beta) comes out at -7.95 / -9.00 eV. The calculation puts the largest force on an atom at 1.401 eV Å⁻¹.